Here is a structure of composition BrCu from OMol25. Energies are from ωB97M-V/def2-TZVPD.

Structure (XYZ):
```
2
Properties=species:S:1:pos:R:3:forces:R:3:mulliken_spin:R:1
Cu -9.0869 -0.9183 -19.7395 0.52 0.62 -0.09 0.013
Br -7.4605 1.0138 -20.0196 -0.52 -0.62 0.09 0.987
```
Forces are in eV/Å.

Energy above the lowest of the compared OMol25 structures with the same formula, charge and spin, kJ/mol: 5.6
Kohn-Sham gap (alpha / beta), eV: 10.27 / 7.21
Largest force on an atom, eV Å⁻¹: 0.82
Charge: +1
Energy, Ha: -4214.1316
Multiplicity: 2